Formula: C43H46BBrCl2N7O2S2Zr
Source: OMol25
Level of theory: the ωB97M-V functional and the def2-TZVPD basis

Last column: Mulliken charge in e.
CARTESIAN COORDINATES (ANGSTROEM)
Zr: 0.6883 -0.5012 0.1163  -0.856
C: -1.9083 -2.0810 2.9299  -0.426
C: -1.2229 -1.2510 4.0058  0.567
C: -2.2691 -0.4136 4.7567  -1.481
C: -0.0238 -0.3853 3.6522  0.033
C: 0.7113 0.2351 4.6701  -1.698
C: 1.7584 0.8624 4.0482  -0.498
N: 1.6431 0.6629 2.7287  0.401
N: 0.5385 -0.1110 2.4653  0.445
B: 2.7950 1.0458 1.7505  -0.036
N: 2.4039 2.0753 0.6917  -0.186
C: 2.9442 3.2957 0.5829  -0.475
C: 2.3525 3.9177 -0.4831  -1.615
C: 1.4254 2.9960 -0.9996  0.038
N: 1.4811 1.8569 -0.2834  1.532
C: 0.4558 3.4539 -2.0790  0.571
C: -0.5143 4.4652 -1.4420  -1.653
C: -0.3276 2.4477 -2.9068  -1.282
N: 3.3741 -0.2180 1.0456  0.425
C: 4.5434 -0.7898 1.3419  -0.647
C: 4.8737 -1.6710 0.3392  -1.222
C: 3.8295 -1.6058 -0.5829  0.138
N: 2.9114 -0.7229 -0.1511  0.245
C: 3.7646 -2.3802 -1.8682  2.302
C: 5.0883 -2.2378 -2.6263  -1.814
C: 3.4454 -3.8532 -1.6002  -1.245
H: -2.6897 -2.6776 3.4048  0.622
H: -2.3903 -1.4583 2.1743  -0.493
H: -1.2182 -2.7609 2.4353  -0.181
H: -0.8021 -1.9613 4.7237  0.643
H: -2.7286 0.3255 4.0941  0.180
H: -3.0612 -1.0657 5.1276  0.471
H: -1.8499 0.1220 5.6071  0.402
H: 0.5152 0.1843 5.7278  0.586
H: 2.5882 1.4233 4.4457  0.624
H: 3.6533 1.5314 2.4302  -0.145
H: 3.7038 3.6241 1.2736  0.572
H: 2.5432 4.9116 -0.8543  0.597
H: 1.0847 4.0125 -2.7772  0.718
H: -1.1272 3.9776 -0.6751  0.141
H: 0.0076 5.2910 -0.9585  0.413
H: -1.1839 4.8761 -2.1998  0.512
H: -1.0195 1.8493 -2.3133  0.211
H: -0.9201 3.0057 -3.6343  0.555
H: 0.3155 1.7590 -3.4456  -0.090
H: 5.0745 -0.5034 2.2357  0.589
H: 5.7601 -2.2794 0.2710  0.549
H: 2.9813 -1.9589 -2.4891  -0.961
H: 5.8833 -2.8095 -2.1412  0.356
H: 4.9749 -2.6279 -3.6390  0.475
H: 5.4119 -1.1975 -2.6925  0.400
H: 4.1711 -4.2753 -0.9000  0.335
H: 2.4508 -3.9805 -1.1746  0.058
H: 3.5043 -4.4198 -2.5320  0.431
Cl: -1.6445 -1.7487 -0.3021  -0.175
C: -1.3314 -3.4783 -0.1778  0.731
C: -2.2708 -4.3101 -0.7516  -0.712
C: -2.0621 -5.6773 -0.6817  -0.662
C: -0.9307 -6.1627 -0.0451  -0.602
C: -0.0139 -5.2894 0.5185  0.107
Cl: 1.3755 -5.9721 1.2971  -0.186
C: -0.1764 -3.8982 0.4731  -0.139
S: 0.9606 -2.8227 1.2595  -0.324
H: -3.1387 -3.8961 -1.2484  0.565
H: -2.7749 -6.3599 -1.1241  0.405
H: -0.7452 -7.2266 0.0185  0.458
N: -1.0219 0.9870 0.3470  1.345
S: -2.1250 1.1952 1.4863  1.243
C: -1.7763 2.7244 2.3169  0.091
C: -0.5316 3.3079 2.1544  0.554
C: -0.2436 4.4687 2.8655  -1.292
C: -1.1856 5.0140 3.7235  -0.872
C: -2.4258 4.4025 3.8853  -0.858
C: -2.7307 3.2490 3.1833  -0.939
C: -3.6729 1.5231 0.7120  0.320
C: -3.9406 2.7339 0.0829  -0.217
C: -5.1505 2.8880 -0.5723  -0.830
C: -6.0741 1.8460 -0.5879  -0.540
C: -5.7961 0.6450 0.0501  -0.837
C: -4.5847 0.4757 0.7078  -0.194
H: -1.0117 1.7501 -0.3241  -0.849
H: 0.1983 2.8685 1.4880  0.356
H: 0.7230 4.9408 2.7423  0.566
H: -0.9583 5.9199 4.2707  0.443
H: -3.1576 4.8265 4.5605  0.466
H: -3.6965 2.7713 3.3063  0.476
H: -3.2251 3.5481 0.1149  0.230
H: -5.3765 3.8233 -1.0679  0.450
H: -7.0203 1.9767 -1.0972  0.411
H: -6.5208 -0.1588 0.0422  0.464
H: -4.3521 -0.4577 1.2079  0.360
Br: -1.1721 -4.0501 -6.5333  -0.184
C: -0.1468 -2.6522 -5.7926  -0.292
C: 0.5824 -1.8208 -6.6274  -0.350
C: 1.3408 -0.7945 -6.0756  -1.050
C: 1.3524 -0.5891 -4.7049  -0.359
C: 0.6173 -1.4378 -3.8873  -0.122
C: -0.1280 -2.4817 -4.4191  -0.053
C: 0.6112 -1.2555 -2.4218  0.986
O: 0.7918 -2.2013 -1.6409  0.100
O: 0.4203 -0.0838 -1.8965  0.404
H: 0.5605 -1.9764 -7.6978  0.440
H: 1.9216 -0.1526 -6.7248  0.427
H: 1.9363 0.2128 -4.2698  0.555
H: -0.6732 -3.1546 -3.7694  0.551

Results
Energy relative to the best compared isomer or geometry (same formula, charge and spin)   27.1 kcal per mole
HOMO   -0.36963 Eh
E_LUMO   -2.5 eV
Kohn-Sham gap   7.533 eV
Total charge   +1

---

Formula: C43H46N4O3PTeW
Source: OMol25
Level of theory: the ωB97M-V functional and the def2-TZVPD basis

Last column: Mulliken charge in e.
CARTESIAN COORDINATES (ANGSTROEM)
W: -0.0879 -0.1042 -0.3877  1.114
N: -1.1575 0.1571 1.4952  -0.467
C: -1.7138 1.5044 1.6770  0.426
C: -2.9604 1.6764 2.2426  -0.721
C: -3.4517 2.9681 2.3972  -0.757
C: -2.6997 4.0609 1.9935  -0.822
C: -1.4522 3.8740 1.4136  -0.996
C: -0.9507 2.5891 1.2486  0.076
P: 0.5931 2.1952 0.3925  1.142
C: 0.9585 3.4438 -0.8392  0.612
C: 1.6503 4.6013 -0.4771  -0.449
C: 1.8683 5.5906 -1.4219  -0.737
C: 1.4034 5.4267 -2.7204  -0.595
C: 0.7222 4.2725 -3.0837  -0.712
C: 0.4978 3.2787 -2.1449  -0.291
C: 1.9085 2.1993 1.6187  0.629
C: 1.6330 2.3047 2.9788  -0.676
C: 2.6708 2.2303 3.8984  -0.902
C: 3.9743 2.0505 3.4618  -0.561
C: 4.2507 1.9496 2.1025  -0.812
C: 3.2218 2.0195 1.1797  -0.285
H: -1.8948 -0.5381 1.6030  0.348
H: -0.4702 -0.0349 2.2299  0.365
H: -3.5478 0.8243 2.5635  0.534
H: -4.4296 3.1160 2.8345  0.449
H: -3.0900 5.0612 2.1202  0.477
H: -0.8772 4.7255 1.0711  0.557
H: 2.0246 4.7243 0.5319  0.494
H: 2.4045 6.4884 -1.1462  0.445
H: 1.5783 6.2011 -3.4553  0.428
H: 0.3723 4.1455 -4.0991  0.463
H: -0.0283 2.3756 -2.4325  0.142
H: 0.6207 2.4710 3.3277  0.484
H: 2.4599 2.3259 4.9549  0.467
H: 4.7811 1.9992 4.1806  0.447
H: 5.2709 1.8274 1.7640  0.472
H: 3.4423 1.9591 0.1190  0.499
C: 4.3725 -2.2683 -3.3068  -1.103
N: 3.6358 -1.8090 -2.1202  0.123
C: 4.1344 -2.0443 -0.8894  -0.087
C: 3.4989 -1.6993 0.2673  -1.268
C: 2.2484 -1.0975 0.0938  1.257
O: 1.3695 -0.8195 1.0014  -0.944
N: 1.7980 -0.7567 -1.1399  0.274
C: 2.3967 -1.1761 -2.3131  0.171
O: 1.8994 -1.0129 -3.3979  -0.621
H: 4.4529 -3.3538 -3.2898  0.358
H: 5.3628 -1.8185 -3.3169  0.380
H: 3.8202 -1.9591 -4.1868  0.350
H: 5.0902 -2.5530 -0.8747  0.597
H: 3.8909 -1.9327 1.2431  0.538
C: -3.1712 1.2210 -2.8693  -1.270
C: -2.7133 0.0587 -2.0583  0.605
O: -3.2145 -1.0335 -2.0165  -0.457
N: -1.5377 0.2834 -1.2821  0.244
Te: -0.6922 -2.7623 -1.5151  0.412
C: -2.1970 -4.2206 -1.8506  0.506
C: -2.6793 -5.0405 -0.8345  0.860
C: -2.3741 -4.8336 0.6180  -1.305
C: -3.4963 -6.1079 -1.1982  -0.785
C: -3.8459 -6.3496 -2.5177  0.483
C: -4.7225 -7.5089 -2.8928  -1.576
C: -3.3896 -5.4673 -3.4926  -0.828
C: -2.5720 -4.3873 -3.1912  0.671
C: -2.1568 -3.4622 -4.3044  -1.365
C: 0.8120 -4.0228 -0.6879  0.764
C: 1.0908 -4.0971 0.6854  0.962
C: 0.2476 -3.5197 1.7962  -1.778
C: 2.1832 -4.8593 1.1032  -0.835
C: 2.9838 -5.5606 0.2183  0.411
C: 4.1516 -6.3760 0.6945  -1.559
C: 2.6655 -5.4969 -1.1354  -0.824
C: 1.6034 -4.7394 -1.6088  0.727
C: 1.3287 -4.7500 -3.0892  -1.856
H: -4.0848 0.9644 -3.3973  0.365
H: -2.3896 1.4897 -3.5827  0.305
H: -3.3336 2.0840 -2.2217  0.352
H: -2.1700 -3.7859 0.8369  -0.138
H: -1.5077 -5.4232 0.9251  0.255
H: -3.2207 -5.1453 1.2285  0.630
H: -3.8769 -6.7595 -0.4199  0.436
H: -4.9103 -8.1588 -2.0405  0.370
H: -4.2614 -8.1036 -3.6818  0.366
H: -5.6844 -7.1585 -3.2703  0.346
H: -3.6920 -5.6153 -4.5232  0.486
H: -2.7777 -3.6393 -5.1806  0.493
H: -1.1167 -3.6152 -4.5988  0.252
H: -2.2708 -2.4131 -4.0295  0.093
H: -0.4823 -2.7978 1.4382  -0.445
H: 0.8770 -3.0423 2.5460  0.577
H: -0.3030 -4.3218 2.2897  0.550
H: 2.3902 -4.9212 2.1664  0.476
H: 4.1350 -6.5024 1.7754  0.388
H: 5.0957 -5.8971 0.4265  0.301
H: 4.1506 -7.3641 0.2347  0.385
H: 3.2596 -6.0614 -1.8460  0.529
H: 2.1846 -5.1477 -3.6327  0.487
H: 1.1215 -3.7519 -3.4788  0.296
H: 0.4671 -5.3815 -3.3206  0.328

Results
Energy relative to the best compared isomer or geometry (same formula, charge and spin)   0.0 kcal per mole
HOMO (spin up / spin down)   -0.47172 / -0.47263 Eh
Expectation value of S²   0.767
E_LUMO (spin up / spin down)   -6.2 / -6.6 eV
Kohn-Sham gap (spin up / spin down)   6.620 / 6.240 eV
Total charge   +2
Spin multiplicity   2

---

Formula: C43H46N5OS
Source: OMol25
Level of theory: the ωB97M-V functional and the def2-TZVPD basis

Last column: Mulliken charge in e.
CARTESIAN COORDINATES (ANGSTROEM)
C: 0.6701 3.9189 2.1454  -1.002
N: 0.3635 2.4998 2.1308  0.340
C: 1.3418 1.5961 1.8231  0.399
O: 2.5301 1.8672 1.6507  -0.689
C: 0.6668 0.2223 1.7517  0.488
C: 1.4773 -0.9390 2.3639  -0.263
C: 2.8928 -0.9946 1.9056  0.090
C: 3.3788 -1.3591 0.6574  -0.714
N: 4.7573 -1.2341 0.6583  -0.020
C: 5.1887 -0.8002 1.9086  -0.684
C: 6.4592 -0.4822 2.3687  -0.803
C: 6.5716 -0.0102 3.6844  -0.526
C: 5.4352 0.1311 4.5050  -0.840
C: 4.1589 -0.2069 4.0424  -0.244
C: 4.0340 -0.6565 2.7294  0.870
N: -0.5963 0.4583 2.4258  0.535
C: -1.4698 -0.5562 2.6324  -0.048
C: -2.8094 -0.4098 2.9726  0.058
C: -3.7085 -1.4868 3.0025  -0.906
C: -5.1197 -1.2198 3.0141  0.757
C: -6.0409 -1.9591 2.2194  -0.682
C: -7.4018 -1.6604 2.2748  -0.409
C: -7.8489 -0.5137 2.9383  -0.502
C: -6.9318 0.2893 3.6444  -0.755
C: -5.6062 -0.1112 3.7612  -0.707
C: -0.9344 1.9084 2.4704  -0.097
C: -1.3626 2.3553 3.8774  -1.506
C: -1.9712 2.2262 1.3860  -1.392
H: 1.7233 4.0613 1.8858  0.357
H: 0.0619 4.4738 1.4192  0.308
H: 0.5070 4.3441 3.1417  0.337
H: 0.4740 -0.0043 0.6790  0.101
H: 1.4522 -0.8630 3.4666  0.271
H: 0.9721 -1.8766 2.0754  0.577
H: 2.8171 -1.6633 -0.2211  0.430
H: 5.3625 -1.4430 -0.1298  0.203
H: 7.3130 -0.6124 1.7091  0.394
H: 7.5536 0.2501 4.0843  0.371
H: 5.5534 0.5152 5.5179  0.387
H: 3.2611 -0.1206 4.6578  0.390
H: -1.0668 -1.5609 2.4751  0.443
H: -3.2159 0.5996 3.1358  0.476
H: -3.3615 -2.4779 2.7072  0.420
H: -5.6687 -2.7075 1.5101  0.722
H: -8.1172 -2.3330 1.7934  0.421
H: -8.9123 -0.2780 2.9877  0.390
H: -7.2618 1.1989 4.1517  0.393
H: -4.9203 0.4342 4.4195  0.508
H: -0.5681 2.1250 4.5998  0.373
H: -1.5535 3.4349 3.8868  0.472
H: -2.2677 1.8366 4.1998  0.352
H: -1.4825 2.1720 0.4057  0.413
H: -2.7897 1.4998 1.4075  0.320
H: -2.3667 3.2347 1.5436  0.404
C: -3.1294 -4.8656 9.2050  -1.684
C: -2.5864 -4.1230 7.9839  0.835
C: -1.9688 -2.7804 8.3643  -1.334
C: -3.6683 -3.9657 6.9062  0.588
C: -4.3033 -5.3168 6.6654  -2.224
N: -5.1496 -5.2913 5.4723  0.301
C: -6.0625 -6.3148 5.1525  0.175
C: -6.6939 -6.0950 3.9271  0.687
C: -7.7196 -6.9393 3.4917  -0.538
C: -8.1011 -8.0116 4.3115  -0.632
C: -7.4624 -8.2322 5.5369  -0.705
C: -6.4183 -7.3911 5.9668  -0.724
S: -6.0631 -4.6716 3.1585  -0.234
C: -4.9572 -4.3397 4.5035  0.051
N: -4.0854 -3.3847 4.5312  0.310
C: -3.1219 -3.3399 5.6245  -0.846
C: -1.7976 -3.9408 5.1897  -0.003
C: -0.6421 -3.1496 5.1523  0.050
C: 0.6096 -3.7531 4.9930  -1.343
C: 0.6879 -5.1386 4.7948  -0.779
C: -0.4793 -5.9073 4.7131  -0.896
C: -1.7301 -5.2870 4.8289  -0.028
H: -4.0504 -4.3902 9.5604  0.364
H: -3.3377 -5.9179 8.9717  0.360
H: -2.3949 -4.8494 10.0177  0.460
H: -1.7892 -4.7433 7.5349  0.042
H: -2.7424 -2.0519 8.6297  0.341
H: -1.3187 -2.9127 9.2373  0.464
H: -1.3552 -2.3657 7.5566  0.130
H: -4.4380 -3.2698 7.2898  0.705
H: -3.5327 -6.1032 6.5696  0.479
H: -4.9411 -5.6222 7.5031  0.955
H: -8.2097 -6.7368 2.5403  0.403
H: -8.9052 -8.6721 3.9900  0.384
H: -7.7817 -9.0623 6.1731  0.380
H: -5.9025 -7.5560 6.9146  0.419
H: -2.9613 -2.2784 5.8145  0.535
H: -0.7335 -2.0626 5.2623  0.699
H: 1.5147 -3.1379 5.0338  0.517
H: 1.6644 -5.6122 4.6550  0.405
H: -0.4351 -6.9872 4.5470  0.432
H: -2.6556 -5.8430 4.6524  0.518

Results
Energy relative to the best compared isomer or geometry (same formula, charge and spin)   0.0 kcal per mole
HOMO   -0.35289 Eh
E_LUMO   -4.1 eV
Kohn-Sham gap   5.523 eV
Total charge   +1

---

Formula: C43H47BClNO5P
Source: OMol25
Level of theory: the ωB97M-V functional and the def2-TZVPD basis

Last column: Mulliken charge in e.
CARTESIAN COORDINATES (ANGSTROEM)
C: -2.0944 -2.6800 1.9122  0.132
C: -3.0089 -2.6027 1.1419  -0.785
C: -4.0020 -2.2828 0.1104  -0.804
C: -3.3866 -1.2802 -0.9029  0.008
C: -3.7010 0.1735 -0.5217  -1.098
N: -3.9658 1.0680 -1.6994  0.552
C: -3.9070 2.4979 -1.3240  -0.853
B: -5.1446 3.0083 -0.3846  0.838
O: -5.2133 2.5892 0.9194  -0.610
O: -6.0701 3.9048 -0.8617  -0.547
O: -3.0574 0.7295 -2.7415  -0.334
C: -1.9189 1.5949 -2.8797  -0.358
O: -1.9448 2.3306 -3.8087  -0.405
C: -0.7194 1.5437 -1.9820  0.322
C: -0.5180 2.5057 -0.9920  -0.332
C: 0.6457 2.5166 -0.2334  -0.607
C: 1.6521 1.5761 -0.4443  -0.794
C: 1.4487 0.6120 -1.4296  -0.931
C: 0.2821 0.5911 -2.1680  -0.005
P: -5.7407 0.8633 -2.4507  0.463
O: -5.3708 0.4022 -3.9344  -0.391
Cl: -6.4693 -0.8246 -1.5520  -0.146
H: -1.1494 -2.6280 2.4022  0.405
H: -4.9044 -1.8983 0.5859  0.488
H: -4.2961 -3.1868 -0.4240  0.434
H: -3.8106 -1.5388 -1.8750  0.233
H: -2.3150 -1.4395 -0.9914  0.178
H: -4.5462 0.1734 0.1631  0.706
H: -2.8511 0.5966 0.0218  0.403
H: -3.9380 3.1303 -2.2099  0.293
H: -3.0120 2.6862 -0.7278  0.345
H: -4.3483 2.2206 1.1430  0.099
H: -5.9951 4.7121 -0.3344  0.333
H: -1.2220 3.3087 -0.8070  0.684
H: 0.8024 3.2844 0.5127  0.556
H: 2.5712 1.6158 0.1228  0.569
H: 2.2331 -0.1064 -1.6273  0.632
H: 0.1749 -0.1597 -2.9437  0.845
H: -4.8723 -0.4294 -3.9948  0.368
C: 2.7247 -1.9799 3.9812  -0.484
C: 1.3664 -2.1015 4.2223  -0.285
C: 0.8884 -3.1162 5.0412  -0.460
C: 1.7794 -4.0042 5.6278  -0.372
C: 3.1426 -3.8792 5.3908  -0.399
C: 3.6166 -2.8685 4.5653  -0.534
H: 3.0863 -1.1844 3.3413  0.539
H: 0.6757 -1.4002 3.7665  0.450
H: -0.1746 -3.2154 5.2230  0.403
H: 1.4121 -4.7937 6.2701  0.377
H: 3.8360 -4.5710 5.8508  0.369
H: 4.6785 -2.7727 4.3788  0.402
C: -1.8938 5.3098 2.1799  -0.609
C: -0.5435 5.2054 2.4842  -0.509
C: -0.0247 4.0022 2.9472  -0.598
C: -0.8539 2.8995 3.1008  -0.335
C: -2.2051 3.0029 2.7964  -0.774
C: -2.7251 4.2082 2.3384  -0.536
H: -2.2976 6.2479 1.8216  0.421
H: 0.1055 6.0626 2.3632  0.411
H: 1.0267 3.9259 3.1936  0.661
H: -0.4495 1.9634 3.4647  0.521
H: -2.8541 2.1426 2.9273  0.636
H: -3.7800 4.2912 2.1102  0.721
C: 1.7790 -3.3635 -2.2653  -0.452
C: 0.7472 -3.1322 -1.3666  -0.394
C: -0.4011 -3.9072 -1.4126  -0.082
C: -0.5211 -4.9210 -2.3534  -0.668
C: 0.5128 -5.1560 -3.2504  -0.572
C: 1.6607 -4.3758 -3.2075  -0.513
H: 2.6765 -2.7579 -2.2329  0.367
H: 0.8364 -2.3452 -0.6263  0.574
H: -1.2043 -3.7173 -0.7103  0.358
H: -1.4163 -5.5293 -2.3856  0.419
H: 0.4241 -5.9482 -3.9828  0.403
H: 2.4641 -4.5550 -3.9082  0.544
C: 5.8210 1.6541 4.3714  -0.534
C: 5.9751 2.7239 3.4994  -0.357
C: 4.8627 3.2984 2.9020  -0.863
C: 3.5917 2.8095 3.1799  0.347
C: 3.4373 1.7396 4.0508  -0.385
C: 4.5536 1.1609 4.6437  -0.392
H: 6.6885 1.2047 4.8365  0.381
H: 6.9629 3.1113 3.2871  0.379
H: 4.9853 4.1318 2.2218  0.384
H: 2.7250 3.2676 2.7171  0.189
H: 2.4487 1.3552 4.2719  0.453
H: 4.4321 0.3239 5.3198  0.470
C: 1.0722 -1.8524 -6.0377  -0.365
C: 1.9845 -2.8740 -6.2595  -0.493
C: 3.3376 -2.6570 -6.0394  -0.389
C: 3.7785 -1.4199 -5.5879  -0.458
C: 2.8660 -0.3978 -5.3641  -0.452
C: 1.5135 -0.6135 -5.5936  -0.376
H: 0.0172 -2.0220 -6.2131  0.386
H: 1.6400 -3.8407 -6.6042  0.404
H: 4.0498 -3.4523 -6.2187  0.427
H: 4.8335 -1.2518 -5.4144  0.403
H: 3.2093 0.5682 -5.0153  0.433
H: 0.8028 0.1878 -5.4284  0.518

Results
HOMO   -0.40624 Eh
E_LUMO   -3.5 eV
Kohn-Sham gap   7.588 eV
Total charge   +1